The following is a quantum chemistry calculation of a 11-piece molecular cluster, C33H81F3O41P8 overall, from the OMol25 dataset.

Results
- M: 1438.76 Da
- Multiplicity: 1
- Relative energy (zero: lowest compared OMol25 entry of this formula, charge and spin): 19.8 kcal/mol
- Frontier orbital gap: 0.36638 hartree
- Structure (SMILES): O=C1OC[C@@H](F)O1.O=C1OC[C@@H](F)O1.O=C1OC[C@@H](F)O1.COP(=O)(OC)OC.COP(=O)(OC)OC.COP(=O)(OC)OC.COP(=O)(OC)OC.COP(=O)(OC)OC.COP(=O)(OC)OC.COP(=O)(OC)OC.COP(=O)(OC)OC

```
166
Properties=species:S:1:pos:R:3:forces:R:3
P -0.802769 2.578194 -7.399362 -1.00 1.61 -0.02
P 6.512541 3.924684 1.716368 -0.57 -0.61 0.65
P 1.243641 1.935924 4.990678 -0.47 -0.17 0.62
P -0.569179 7.187964 -2.398082 -0.78 0.19 0.51
P -5.326629 0.894834 3.353818 2.35 1.63 -1.25
P -0.069319 -3.355776 4.534218 -0.20 0.05 -0.54
P 0.318451 -7.627616 -0.796382 -0.73 -2.22 -1.13
P 4.477071 -2.528306 0.411978 2.26 -0.29 -1.39
F 0.239341 -1.857386 -0.398652 0.34 -0.75 -0.05
F -3.943909 -4.840396 -5.524772 -1.34 -1.15 0.22
F -6.435149 0.438684 -0.620212 0.10 -0.01 0.56
O 0.131501 3.337944 -6.539892 -1.04 -1.21 -0.50
O -1.772309 3.635484 -8.279532 -0.02 -3.63 0.42
O 0.711361 3.168194 4.078588 2.23 -1.79 0.80
O -1.378499 5.810824 -2.909672 2.00 2.38 1.24
O -1.799209 8.017204 -1.729592 1.24 -0.14 -0.02
O 7.529591 2.676134 1.759428 -1.15 0.21 -0.48
O 0.081881 6.827304 -0.978722 0.01 -1.54 -0.39
O -0.429509 -1.851536 3.935538 1.11 -2.37 1.58
O 5.897061 -1.930356 1.018228 -1.69 -1.25 -1.01
O 0.835931 2.016434 0.425818 -1.38 -2.57 -0.85
O -0.090069 1.654334 -8.450552 1.34 -0.22 -0.83
O 6.358321 4.673324 0.435768 0.01 -0.92 1.68
O 5.184631 3.264934 2.409318 3.26 0.27 0.38
O 1.696271 -8.492026 -0.753102 -0.73 0.58 0.85
O 4.771571 -2.522166 -1.208902 -0.01 0.56 1.25
O -0.559119 -3.356916 6.100658 -0.20 -0.15 -1.75
O -5.888009 2.356544 2.909598 -0.84 0.30 1.38
O 4.509721 -4.146126 0.662888 -0.19 1.63 0.49
O 1.329361 -3.850426 4.391518 -1.20 0.89 -0.12
O -1.504429 -3.142176 -3.753552 -0.65 2.27 -0.70
O 0.310371 1.377164 6.007438 0.47 0.73 -1.17
O -5.029369 -1.237886 -1.273352 1.75 -0.90 1.12
O -4.854459 0.241574 1.891448 0.33 0.86 1.79
O 0.291121 7.936174 -3.368842 -1.60 -1.50 1.57
O -1.148299 -4.262096 3.700358 1.10 1.31 2.51
O -1.887759 1.561964 -6.736792 2.41 1.17 -2.79
O -0.472329 0.198504 0.035748 -2.15 -1.55 1.18
O -6.033339 -2.759916 0.020378 1.36 -0.25 -0.55
O -3.727029 -2.864556 -0.307572 -2.79 0.91 -0.59
O 2.530871 2.595054 5.629358 -0.45 -0.17 -1.51
O -3.926619 1.163624 4.160568 -1.49 -0.53 0.56
O 3.297511 -1.754696 0.777948 -0.57 -0.39 0.53
O -0.580149 -8.681746 -1.727932 0.39 0.99 0.92
O 1.885661 0.815644 4.049498 -0.93 1.86 -0.45
O -6.293639 0.217154 4.177858 -1.05 -1.55 0.23
O -0.300549 -7.321116 0.523638 1.12 0.31 -1.80
O 0.660821 -6.510136 -1.923562 -1.59 -1.55 -0.10
O 0.991591 0.818704 -1.470342 -0.14 -0.17 1.26
O -2.781579 -1.298036 -3.149092 1.15 -2.95 -3.71
O -3.452909 -2.787276 -4.782422 -0.43 1.40 -1.09
O 7.218241 4.709734 2.937728 -0.54 -0.02 -0.30
C 1.089411 -5.200936 -1.677712 1.72 0.26 2.18
C -2.567569 -2.251756 -3.928092 -0.67 1.10 4.19
C -1.073799 4.300384 -9.319802 1.29 1.92 0.81
C 6.083051 -1.752746 2.443698 -0.19 0.15 -0.24
C 2.477251 3.012844 6.953958 1.28 0.89 1.22
C -2.252899 5.922424 -4.014202 -0.31 -0.67 -1.00
C 0.165361 -0.159786 -2.074942 -0.05 0.40 -0.34
C -0.702559 -5.040956 2.628438 -0.87 -1.32 -1.64
C 3.516271 -4.815426 1.454928 -0.41 -0.76 -0.38
C 2.689131 -0.153976 4.660578 0.92 -1.31 0.02
C 0.454861 1.044464 -0.227422 3.74 4.74 -0.36
C -0.502999 -0.861716 -0.922712 0.07 0.57 0.48
C -0.763249 0.931974 -9.511662 -1.80 0.29 1.61
C -0.320829 5.708194 -0.129662 0.00 -1.49 -1.01
C 8.646631 2.600564 0.907538 1.55 0.06 -0.79
C -3.674619 0.682384 1.080578 -2.26 0.66 -0.25
C -2.280599 1.623434 -5.422962 -1.33 0.16 1.50
C 0.259601 -2.651866 7.016128 1.11 2.23 0.51
C 3.818421 3.388154 2.083798 0.47 0.78 -1.61
C -7.044079 -1.922656 -0.475962 -1.06 1.78 -0.05
C -0.152339 -1.671606 2.515978 -0.46 0.80 1.05
C 3.677221 -2.469826 -2.147392 -0.47 -0.49 0.50
C -1.940999 -4.321296 -4.328122 0.70 -2.86 -1.46
C 6.976621 6.104454 3.104888 0.11 0.43 -0.88
C -0.580799 3.073404 3.547668 -0.94 0.27 -0.09
C -3.790619 0.915534 5.628598 1.30 0.67 0.12
C -2.203809 9.256934 -2.244242 -2.41 -0.47 -1.53
C -6.331499 -0.779116 -1.193262 0.16 -0.87 -1.92
C 2.134761 -9.182746 0.468758 0.31 -0.01 -0.81
C -2.960069 -3.980586 -5.430102 0.88 1.38 2.23
C -7.151289 2.884514 3.571068 -0.70 -0.81 -2.23
C -1.516729 -8.357136 -2.761052 0.29 0.63 -0.61
C -4.822379 -2.370606 -0.506502 1.14 0.21 0.78
H 2.264691 -1.133246 4.439268 -0.14 -0.04 0.33
H 8.900321 3.490734 0.331908 -0.66 0.42 0.15
H -0.638539 0.427484 -2.518742 0.02 -0.52 -1.01
H 3.475361 -3.483786 -2.492692 0.21 -0.05 -0.10
H -1.872649 0.793864 -4.845472 -0.05 -0.07 -0.05
H -3.569459 1.761684 1.190798 1.00 -0.17 0.97
H -0.200669 3.813484 -9.754172 0.04 -0.51 0.50
H -7.754309 -2.382196 -1.163342 0.32 -0.58 0.12
H 5.164161 -1.941206 2.998878 -0.04 0.05 -0.03
H 0.355481 -4.403126 -1.563902 -0.46 -0.41 -0.48
H 3.848401 4.176464 1.331628 -1.04 0.03 -0.22
H -4.567509 0.713264 6.365908 -1.25 -0.58 -1.40
H -3.362109 1.539564 -5.529732 -0.13 -0.07 0.91
H -7.743459 2.117894 4.070818 0.88 -0.11 0.53
H -2.628429 -3.820816 -6.456062 0.47 0.54 0.23
H -2.294059 -4.951146 -3.511582 -0.83 -0.12 -0.30
H -0.756429 5.125914 -8.682722 0.81 0.82 -1.22
H -2.707719 8.948684 -3.160302 0.46 0.83 -0.98
H -3.423509 1.828064 6.098298 0.53 0.29 -0.69
H 3.662511 -4.792126 2.534818 0.14 0.54 -0.10
H -1.125159 -1.831326 2.050988 0.32 -0.07 -0.54
H -2.836389 -0.012446 1.132468 -0.07 0.47 0.60
H -3.122859 9.549484 -1.736442 0.55 0.41 0.94
H -1.096949 3.899914 4.036108 -0.72 -0.37 -0.12
H 6.687471 6.493714 2.128678 -0.12 0.33 0.06
H -2.570259 -8.612026 -2.646212 0.07 -0.11 1.29
H 3.568341 -5.863906 1.161518 0.22 -0.06 -0.05
H 3.035171 2.255784 7.505028 -0.55 0.03 0.64
H -1.781149 1.221204 -9.250252 -0.57 -0.59 -1.15
H -3.217909 5.532234 -3.690772 0.02 -0.13 -0.20
H 1.597441 -10.118736 0.621448 -0.75 0.51 0.27
H 6.870661 -2.405746 2.819678 -0.07 -0.16 -0.28
H -0.587169 3.241054 2.470658 0.28 -0.16 0.01
H 2.168891 -8.479186 1.300588 -0.37 -0.34 0.05
H 6.198791 6.347324 3.828828 0.05 -0.36 0.13
H 8.604111 1.807104 0.161408 -0.65 -0.21 0.19
H -3.021519 0.155034 5.763578 -0.08 0.03 -0.31
H 2.751231 -2.115566 -1.694452 0.10 0.16 0.34
H -0.441299 5.913704 0.933988 0.30 0.74 -0.36
H -0.538919 -4.429106 1.741338 0.28 0.10 0.02
H -0.975059 2.084834 3.783008 -0.64 0.25 -0.09
H -0.201299 -1.769296 7.459688 -1.01 -0.02 -0.46
H 2.507151 -4.507766 1.180858 0.05 0.43 0.28
H -1.466249 -7.288456 -2.969572 0.01 -0.02 -0.16
H -0.685619 -0.142216 -9.343752 0.37 0.14 0.01
H 9.562561 2.411864 1.467498 -0.24 -0.13 0.53
H 2.846051 -0.008346 5.729348 -0.37 0.01 0.06
H 3.232111 3.707464 2.945418 0.11 -0.38 -0.01
H 7.919011 6.583444 3.370498 -0.08 -0.13 0.22
H 0.342071 4.856094 -0.279912 1.07 0.52 0.36
H 1.106231 -2.178596 6.518798 0.27 -0.40 -0.18
H -1.537429 -1.186906 -1.033672 0.15 0.00 -0.20
H 1.495131 3.278244 7.345238 -0.07 -0.61 -0.11
H -7.190609 3.857044 4.061718 1.46 -0.32 0.51
H -1.190719 -4.927566 -4.835672 0.84 0.44 0.39
H 3.137071 -9.572546 0.291188 0.20 0.61 -0.34
H 3.535591 2.446174 1.613918 -0.58 0.15 0.32
H -6.525579 -0.654916 -2.258632 -1.06 0.23 0.12
H 0.664451 -2.280306 2.128118 -0.15 -0.14 0.11
H -1.188039 5.139824 -0.465822 -0.86 1.06 -0.25
H 3.859421 -1.841166 -3.018992 0.66 0.07 0.30
H -7.616959 -1.438176 0.314738 0.08 -0.46 0.40
H 3.683351 -0.161906 4.213858 0.01 0.33 -0.21
H 0.648361 -3.113286 7.923908 -0.26 -1.38 -0.57
H -1.289779 -8.913306 -3.670592 0.70 0.07 0.03
H -1.601589 4.673414 -10.197512 -1.04 -0.35 0.54
H -0.542649 1.185634 -10.548532 0.59 0.45 0.42
H 0.139611 -0.621536 2.500748 -0.01 -0.10 -0.55
H 0.104601 -5.764006 2.745928 0.36 0.57 0.70
H -4.048089 0.729204 0.057638 -0.09 -0.83 -0.10
H 1.918561 -4.922386 -2.328102 -0.47 -0.18 -0.46
H 0.831511 -0.746716 -2.707282 -0.71 -0.16 -0.23
H -2.432749 6.877624 -4.507512 0.36 0.60 0.76
H -7.806669 3.095814 2.726128 0.18 -0.05 -0.46
H -1.550309 -5.681576 2.385498 -0.09 0.06 -0.11
H -2.026839 2.554834 -4.916802 0.09 0.08 -0.12
H 3.076221 3.921174 7.019278 0.05 0.11 -0.03
H -1.498539 10.072664 -2.403212 0.26 -0.46 0.33
H 1.566741 -5.315056 -0.704452 0.22 0.92 0.29
H -1.807849 5.342284 -4.822572 -0.26 -0.42 0.02
H 6.399091 -0.720116 2.591588 -0.14 -0.02 -0.01
```
Forces are in eV/Å.